Record 1
91
Properties=species:S:1:pos:R:3:forces:R:3 method="wB97M-V/def2-TZVPD" homo_lumo_gap_ev=7.2 de_lowest_kj_mol=76.4 total_energy_ha=-4268.41895 lumo_energy_ev=0.14
Rb 0.30238 0.21290 0.18577 0.92 -0.44 0.08
O -3.17196 3.96049 -3.42768 -0.07 0.11 0.00
C -2.72676 4.73388 -2.42513 -0.07 -0.05 -0.09
C -3.09839 6.08126 -2.43670 0.01 -0.03 0.00
C -2.68222 6.93300 -1.43447 -0.02 0.03 -0.02
C -1.88193 6.46180 -0.39774 0.01 0.01 0.02
C -1.51143 5.13104 -0.39225 0.03 -0.02 -0.01
C -1.91651 4.24400 -1.38714 -0.02 -0.03 -0.01
C -1.45207 2.81817 -1.29308 0.04 0.10 0.02
O -0.66798 2.49620 -0.36947 -0.26 0.44 0.01
N -1.93476 2.02283 -2.24713 0.00 -0.20 -0.01
N -1.50864 0.69843 -2.16623 -0.25 0.33 -0.12
C -1.88185 -0.00021 -3.15944 0.28 -0.22 0.19
S -1.44113 -1.71582 -3.23067 -0.13 -0.01 -0.09
C -2.44556 -2.08157 -4.69132 -0.04 -0.01 -0.02
C -2.44744 -0.84639 -5.57225 0.07 -0.06 -0.01
S -2.81398 0.59197 -4.53424 -0.02 0.06 -0.04
H -2.83393 3.04286 -3.23752 0.08 -0.03 0.02
H -3.72094 6.42570 -3.25183 -0.01 0.02 0.00
H -2.98509 7.97274 -1.45947 0.00 0.00 0.00
H -1.55528 7.12745 0.39042 0.00 0.00 0.00
H -0.88347 4.72934 0.39016 0.01 0.00 0.01
H -3.46145 -2.34474 -4.39529 0.01 0.01 0.03
H -1.99392 -2.93344 -5.20056 0.03 0.00 0.01
H -3.20835 -0.91105 -6.34964 -0.03 0.03 0.02
H -1.47201 -0.71850 -6.04390 0.00 0.04 0.01
N 1.56179 -3.60004 -1.63004 0.07 -0.06 -0.06
P 1.87641 -1.95358 -1.99869 -0.07 0.20 0.18
C 3.63236 -1.78845 -1.48634 0.04 -0.12 -0.05
C 3.84867 -1.50958 -0.13582 0.04 -0.01 0.04
C 5.13818 -1.44760 0.37059 0.01 -0.01 0.00
C 6.22561 -1.64892 -0.46813 0.00 0.04 0.06
C 6.02201 -1.91017 -1.81603 0.03 -0.01 0.01
C 4.73212 -1.98580 -2.32031 -0.07 0.03 -0.01
C 1.98635 -2.03804 -3.80904 0.01 -0.01 -0.04
C 1.58772 -3.13286 -4.56730 0.02 -0.02 -0.05
C 1.57306 -3.06242 -5.95505 -0.01 -0.03 0.01
C 1.94809 -1.89514 -6.59973 -0.01 0.01 -0.02
C 2.33634 -0.79185 -5.85002 0.01 0.02 0.00
C 2.34928 -0.86226 -4.46781 0.02 -0.01 -0.01
C 1.12707 -4.00313 -0.37413 0.00 -0.17 0.01
C 1.04145 -5.37481 -0.08532 -0.02 0.09 0.03
C 0.62536 -5.75468 1.17040 0.00 0.02 -0.02
C 0.28958 -4.77749 2.10484 0.00 -0.05 -0.01
C 0.39206 -3.45645 1.72008 -0.06 0.11 0.06
N 0.80915 -3.06647 0.51150 0.01 0.05 -0.14
H 2.09757 -4.30624 -2.11634 -0.01 0.02 0.01
H 3.01218 -1.35686 0.53884 0.01 0.00 -0.09
H 5.28856 -1.23890 1.42219 0.01 0.00 0.01
H 7.23106 -1.60031 -0.06879 0.01 0.00 -0.02
H 6.87019 -2.06788 -2.47027 -0.01 0.00 -0.02
H 4.57457 -2.19915 -3.37012 0.03 -0.01 -0.03
H 1.25360 -4.04300 -4.08585 0.00 0.01 0.02
H 1.26142 -3.92567 -6.52925 0.00 0.00 -0.02
H 1.93147 -1.83954 -7.68021 0.00 0.00 -0.01
H 2.61748 0.13027 -6.34169 0.00 0.00 -0.02
H 2.63312 0.01343 -3.89429 -0.01 0.00 0.03
H 1.29771 -6.10537 -0.84136 0.01 -0.02 0.00
H 0.55918 -6.80563 1.42081 -0.01 -0.01 0.02
H -0.03650 -5.03430 3.10203 -0.01 0.00 0.01
H 0.12249 -2.65016 2.39343 0.00 -0.01 0.03
C -3.80598 -0.61517 -0.14732 -0.10 -0.08 -0.02
S -2.33719 -1.56133 0.23391 -0.03 0.00 0.11
C -3.12560 -3.07485 0.77866 -0.09 -0.01 0.00
O -1.75837 -0.94167 1.47441 -0.36 -0.13 0.08
H -4.34099 -1.09690 -0.96578 -0.01 0.00 -0.02
H -3.47608 0.37187 -0.46521 0.04 0.02 0.00
H -4.42632 -0.54620 0.74561 0.00 -0.02 0.01
H -3.69238 -3.51282 -0.04189 0.00 0.01 -0.03
H -3.77168 -2.85049 1.62679 -0.01 0.02 0.00
H -2.33284 -3.75498 1.08391 0.03 0.00 -0.01
C 6.43443 2.24122 -0.16416 0.07 0.00 -0.02
C 5.14619 3.05544 -0.27426 0.01 0.03 0.00
C 3.98251 2.26782 0.12274 -0.12 0.01 -0.07
N 3.07207 1.63292 0.41106 -0.10 -0.01 0.02
H 7.28624 2.85007 -0.46348 -0.01 0.01 0.00
H 6.39130 1.36254 -0.80537 -0.01 -0.02 -0.01
H 6.59360 1.90344 0.85870 -0.01 0.00 0.01
H 4.97610 3.39344 -1.29799 0.03 -0.01 0.01
H 5.18277 3.94813 0.35301 0.01 -0.03 0.01
S 0.96366 -0.23828 3.81656 0.18 0.08 -0.05
C 1.18055 1.36191 3.46378 -0.35 -0.06 0.09
N 0.27714 2.16100 2.87427 0.16 -0.09 -0.08
C 0.73848 3.45321 2.38571 0.05 -0.01 0.05
C 1.91004 3.83039 3.29337 -0.10 0.11 -0.04
S 2.62635 2.25928 3.85415 0.11 0.00 -0.03
H -0.58221 1.74797 2.53909 -0.03 0.04 0.02
H -0.06376 4.18468 2.46180 -0.02 0.00 -0.03
H 1.03899 3.37291 1.33900 -0.02 0.00 0.02
H 1.57376 4.39888 4.15961 0.02 -0.02 0.01
H 2.65348 4.41305 2.75356 0.02 -0.02 0.02

***

Record 2
14
Properties=species:S:1:pos:R:3:forces:R:3 method="wB97M-V/def2-TZVPD" homo_lumo_gap_ev="9.3 / 6.6" de_lowest_kj_mol=410.7 total_energy_ha=-320.72689 lumo_energy_ev="0.65 / -0.79"
C 2.25686 0.31358 -0.13150 -1.25 0.10 0.45
C -0.12615 1.11930 0.21678 2.26 -3.68 1.05
C -1.28402 0.06594 0.34784 -0.05 -0.05 -1.73
C 0.96738 0.64467 -0.67431 1.59 -0.96 0.50
N 3.18082 0.03688 0.51529 -0.09 0.19 -0.50
N -0.73333 -1.24340 0.42923 -1.61 0.28 4.00
N -0.17423 -1.85221 -0.52022 0.93 -0.29 -3.18
H -0.40900 1.98296 -0.20262 -1.76 3.44 -1.03
H 0.40144 1.24520 1.16254 -0.66 0.40 0.30
H -1.97751 0.26467 1.14374 -0.03 0.13 0.57
H -1.89749 0.03351 -0.59117 0.47 0.42 0.57
H 0.84404 0.39093 -1.69348 -0.28 0.21 -0.94
H -0.39552 -1.59782 1.29247 0.02 0.25 1.23
H -0.65330 -1.40422 -1.29458 0.46 -0.46 -1.29

***

Record 3
8
Properties=species:S:1:pos:R:3:forces:R:3 method="wB97M-V/def2-TZVPD" homo_lumo_gap_ev="6.0 / 8.8" de_lowest_kj_mol=179.7 total_energy_ha=-755.00396 multiplicity=3 lumo_energy_ev="4.18 / 3.77" charge=-1 s2=2.008
N -1.11461 -0.02522 0.83295 -0.27 -0.89 -0.72
O 1.35113 1.27475 -0.53837 -0.67 1.77 -1.58
O 1.57009 -1.24856 -0.43826 -0.29 0.04 -0.21
O -1.32435 1.11890 0.12008 -3.92 -1.45 0.90
O -1.22158 -1.11459 -0.07948 0.35 0.65 0.49
S 1.61788 0.08461 0.27022 1.95 -1.82 1.84
H -0.53046 1.51439 -0.11891 3.38 0.85 -0.83
H -0.34811 -1.60428 -0.04824 -0.53 0.85 0.11

***

Record 4
13
Properties=species:S:1:pos:R:3:forces:R:3 method="wB97M-V/def2-TZVPD" homo_lumo_gap_ev="7.7 / 8.3" de_lowest_kj_mol=610.2 total_energy_ha=-286.39925 lumo_energy_ev="-1.35 / -1.23"
C 0.68157 -0.97084 -0.87549 0.22 -0.23 -0.39
C 0.69831 0.41059 -0.79027 0.02 0.17 0.21
C -0.60029 1.09246 -0.52095 -0.13 0.04 -0.17
N 0.03626 0.98976 0.74792 0.54 0.04 -0.22
C -0.29912 -0.20838 1.52741 0.97 -0.25 -0.61
O -1.43154 0.16906 1.99954 -1.01 -0.23 0.60
H -0.26162 -1.12846 0.79040 -0.34 0.37 0.48
H 1.60876 -1.53950 -0.88648 -0.13 0.10 0.01
H -0.21152 -1.50598 -1.18251 0.09 0.08 0.13
H 1.62495 0.96729 -0.86748 -0.17 -0.07 -0.04
H -0.74387 2.11710 -0.86044 0.04 -0.16 0.05
H -1.47392 0.45367 -0.67234 0.10 0.08 -0.02
H 0.53289 -0.40854 2.23433 -0.21 0.05 -0.03